1.
{
  "formula": "C30H51Cl2N2OOsP",
  "method": "the ωB97M-V functional and the def2-TZVPD basis",
  "elements": ["P", "C", "C", "C", "C", "C", "C", "C", "C", "C", "C", "C", "C", "C", "C", "C", "C", "C", "C", "H", "H", "H", "H", "H", "H", "H", "H", "H", "H", "H", "H", "H", "H", "H", "H", "H", "H", "H", "H", "H", "H", "H", "H", "H", "H", "H", "H", "H", "H", "H", "H", "H", "Os", "Cl", "Cl", "C", "H", "C", "C", "C", "C", "C", "C", "H", "H", "H", "H", "H", "C", "N", "C", "C", "O", "N", "C", "C", "H", "H", "H", "H", "H", "H", "H", "H", "H", "H", "H", "H"],
  "positions_angstrom": [[1.153, 1.625, 0.887], [1.865, 2.608, -0.569], [2.895, 3.712, -0.295], [3.161, 4.511, -1.578], [3.578, 3.625, -2.758], [2.601, 2.466, -2.983], [2.336, 1.674, -1.695], [2.580, 0.588, 1.555], [3.954, 1.248, 1.657], [4.926, 0.308, 2.385], [5.015, -1.073, 1.723], [3.637, -1.706, 1.500], [2.659, -0.752, 0.800], [1.063, 2.954, 2.190], [0.061, 4.039, 1.756], [-0.113, 5.127, 2.823], [-0.467, 4.548, 4.197], [0.517, 3.455, 4.627], [0.694, 2.363, 3.562], [0.938, 3.105, -0.919], [3.835, 3.276, 0.067], [2.546, 4.396, 0.491], [3.929, 5.269, -1.384], [2.240, 5.046, -1.846], [3.643, 4.234, -3.667], [4.582, 3.221, -2.574], [1.645, 2.867, -3.346], [2.984, 1.790, -3.755], [1.581, 0.896, -1.884], [3.263, 1.163, -1.389], [2.247, 0.366, 2.586], [4.578, 0.186, 3.419], [3.897, 2.208, 2.192], [4.340, 1.462, 0.649], [5.919, 0.772, 2.431], [5.629, -1.737, 2.342], [5.528, -0.978, 0.756], [3.732, -2.625, 0.911], [3.212, -1.988, 2.472], [1.659, -1.209, 0.738], [2.995, -0.574, -0.232], [2.077, 3.391, 2.256], [0.371, 4.504, 0.809], [-0.911, 3.558, 1.565], [0.821, 5.699, 2.906], [-0.890, 5.827, 2.496], [-1.479, 4.124, 4.156], [-0.485, 5.347, 4.945], [0.181, 2.991, 5.561], [1.494, 3.914, 4.826], [1.467, 1.659, 3.900], [-0.238, 1.787, 3.462], [-2.399, -1.199, -0.700], [-1.534, -1.474, 1.382], [-1.684, 0.461, -2.036], [-2.056, -2.914, -1.326], [-2.803, -3.704, -1.099], [-0.898, -3.529, -1.986], [-0.811, -4.932, -2.248], [0.311, -5.461, -2.858], [1.380, -4.623, -3.226], [1.296, -3.247, -3.001], [0.168, -2.710, -2.386], [-1.653, -5.566, -1.945], [0.373, -6.530, -3.056], [2.108, -2.587, -3.301], [0.082, -1.634, -2.212], [2.260, -5.042, -3.706], [-4.524, -2.308, -3.297], [-5.403, -2.770, -2.218], [-6.458, -3.680, -2.684], [-5.192, -2.420, -0.934], [-4.392, -1.432, -0.684], [-5.752, -2.983, 0.157], [-6.926, -3.835, 0.226], [-5.148, -2.712, 1.463], [-5.125, -1.739, -4.023], [-4.096, -3.176, -3.826], [-3.697, -1.676, -2.925], [-6.324, -4.702, -2.300], [-7.447, -3.282, -2.419], [-6.424, -3.738, -3.774], [-6.679, -4.714, 0.835], [-7.748, -3.290, 0.715], [-7.271, -4.163, -0.747], [-4.124, -3.119, 1.518], [-5.094, -1.634, 1.668], [-5.764, -3.203, 2.230]],
  "forces_ev_per_a": [[0.4, -0.1, -0.1], [-0.5, -0.1, 0.4], [0.1, 0.0, -0.1], [-0.1, 0.0, 0.0], [0.0, -0.1, 0.1], [-0.1, 0.0, 0.1], [0.0, 0.1, -0.1], [-0.5, 0.2, -0.2], [0.2, -0.2, 0.1], [0.0, 0.0, 0.0], [0.0, 0.1, -0.1], [-0.1, 0.1, 0.0], [0.1, 0.0, 0.1], [0.4, 0.0, -0.1], [0.0, -0.1, 0.2], [0.1, -0.1, 0.0], [0.0, -0.1, -0.1], [0.1, 0.0, -0.1], [-0.1, 0.1, 0.0], [0.3, -0.1, -0.1], [-0.2, 0.1, -0.1], [0.1, -0.1, -0.2], [-0.1, 0.0, -0.1], [0.1, 0.0, 0.0], [0.1, -0.1, 0.1], [-0.1, 0.0, 0.0], [0.1, -0.1, 0.0], [0.0, 0.1, 0.0], [0.2, 0.1, 0.1], [-0.2, 0.1, -0.1], [0.1, -0.1, -0.3], [0.0, 0.0, -0.1], [0.0, -0.2, -0.1], [-0.1, -0.1, 0.2], [-0.1, -0.1, 0.0], [0.0, 0.1, -0.1], [-0.1, 0.0, 0.1], [0.0, 0.0, 0.1], [0.0, 0.0, -0.1], [0.2, 0.1, 0.0], [-0.1, -0.1, 0.2], [-0.4, 0.1, 0.2], [-0.1, -0.2, 0.2], [0.1, 0.0, 0.0], [-0.1, 0.0, 0.0], [0.1, 0.0, 0.1], [0.1, 0.0, 0.0], [0.0, -0.1, -0.1], [0.1, 0.1, 0.0], [-0.1, 0.0, 0.0], [-0.2, 0.2, -0.1], [0.1, 0.1, 0.0], [0.9, 1.9, 1.1], [0.3, -0.3, 0.8], [0.4, 0.9, -0.9], [1.0, -4.0, -1.6], [0.1, 0.5, 0.4], [-0.7, 0.6, 0.5], [-0.3, 0.6, 0.2], [0.2, 0.3, 0.0], [-0.2, 0.0, 0.0], [-0.3, -0.1, 0.2], [0.5, 0.1, -0.2], [0.4, 0.1, -0.1], [0.0, 0.2, 0.1], [-0.1, -0.2, 0.0], [0.2, -0.4, -0.1], [-0.1, 0.0, 0.1], [0.2, 0.6, -0.3], [-0.2, -0.5, 0.0], [0.0, -0.1, 0.0], [0.5, 1.0, 0.4], [-2.1, -1.1, -0.4], [-0.1, -0.2, -0.5], [-0.3, -0.3, 0.2], [0.3, 0.3, 0.4], [0.2, 0.0, 0.2], [-0.1, 0.3, 0.4], [-0.7, -0.5, -0.3], [-0.1, 0.3, -0.2], [0.2, -0.2, -0.1], [0.2, 0.1, 0.2], [-0.2, 0.1, -0.2], [0.2, -0.2, -0.1], [0.0, 0.0, 0.5], [-0.4, 0.2, -0.1], [-0.1, -0.4, 0.0], [0.2, 0.2, -0.3]],
  "lumo_energy_ha": [0.004, -0.020],
  "spin_multiplicity": 5,
  "homo_lumo_gap_ha": [0.21217, 0.25645],
  "e_tot_ev": -73764.9488,
  "s2": 6.036
}


2.
{
  "formula": "C30H51FN2O4",
  "method": "the ωB97M-V functional and the def2-TZVPD basis",
  "elements": ["C", "C", "C", "C", "C", "C", "C", "O", "C", "C", "O", "C", "C", "O", "C", "C", "C", "C", "C", "C", "C", "C", "C", "C", "C", "C", "C", "C", "C", "N", "C", "C", "N", "C", "C", "F", "H", "H", "H", "H", "H", "H", "H", "H", "H", "H", "H", "H", "H", "H", "H", "H", "H", "H", "H", "H", "H", "H", "H", "H", "H", "H", "H", "H", "H", "H", "H", "H", "H", "H", "H", "H", "H", "H", "H", "H", "H", "H", "H", "H", "H", "H", "H", "H", "H", "H", "O", "H"],
  "positions_angstrom": [[-2.049, -4.106, 1.952], [-2.725, -3.266, 0.718], [-3.320, -1.792, 1.120], [-2.277, -0.812, 1.918], [-0.840, -0.561, 1.171], [-0.239, 0.975, 1.326], [0.236, 1.255, 2.882], [-0.872, 1.281, 3.868], [-0.559, 2.211, 4.986], [-1.823, 3.152, 5.520], [0.629, 2.303, 5.599], [1.165, 1.137, 0.426], [1.290, 0.288, -0.978], [1.884, -1.052, -0.833], [1.324, -2.021, -1.785], [0.580, -3.354, -1.134], [-0.099, -4.556, -2.073], [-0.786, -5.880, -1.336], [-0.090, -4.430, -3.741], [0.665, -3.099, -4.347], [1.372, -1.937, -3.421], [2.125, -0.696, -4.183], [1.200, 0.663, -4.355], [3.643, -0.363, -3.569], [2.595, 1.243, 1.205], [3.940, 1.239, 0.293], [4.322, 2.673, -0.421], [5.203, 0.940, 1.351], [0.943, 2.664, -0.126], [-0.348, 3.113, -0.040], [-1.265, 2.084, 0.607], [-2.204, 3.029, 1.558], [-2.805, 4.241, 0.886], [-2.175, 1.603, -0.667], [-3.771, 1.403, -0.362], [-4.626, 2.558, -0.831], [-1.884, -5.216, 1.553], [-1.009, -3.707, 2.316], [-2.841, -4.215, 2.837], [-3.658, -3.912, 0.348], [-2.045, -3.122, -0.222], [-4.225, -1.995, 1.871], [-3.801, -1.336, 0.156], [-2.704, 0.234, 2.223], [-2.022, -1.367, 2.944], [-0.975, -0.917, 0.065], [-0.008, -1.274, 1.645], [0.947, 0.374, 3.262], [0.761, 2.322, 2.992], [-1.484, 4.084, 6.141], [-2.511, 2.421, 6.161], [-2.421, 3.453, 4.541], [0.290, 0.160, -1.569], [2.008, 0.920, -1.693], [0.542, -3.495, 0.033], [-0.584, -5.814, -0.162], [-1.920, -6.004, -1.603], [-0.253, -6.890, -1.674], [-0.605, -5.269, -4.415], [0.708, -2.972, -5.529], [2.337, -1.074, -5.296], [1.799, 1.525, -3.785], [1.115, 1.031, -5.471], [0.174, 0.544, -3.806], [3.706, 0.679, -3.040], [3.926, -1.279, -2.899], [4.390, -0.300, -4.497], [2.593, 2.275, 1.806], [2.680, 0.306, 1.941], [4.025, 0.398, -0.514], [5.513, 2.721, -0.468], [3.939, 2.669, -1.527], [3.883, 3.621, 0.157], [6.178, 0.581, 0.764], [4.872, 0.129, 2.161], [5.449, 1.937, 1.915], [1.653, 3.444, -0.630], [-0.522, 4.068, -0.417], [-3.053, 2.434, 2.149], [-1.489, 3.449, 2.417], [-2.126, 5.026, 1.038], [-3.693, 4.477, 1.408], [-1.803, 0.638, -1.215], [-2.100, 2.480, -1.474], [-4.040, 1.101, 0.736], [-4.126, 0.488, -1.042], [-2.903, -1.256, -2.526], [-2.922, -0.709, -3.291]],
  "forces_ev_per_a": [[-0.6, -0.9, -0.6], [-0.6, 0.1, -0.2], [-0.8, -0.5, 0.6], [0.7, -0.5, 0.9], [0.3, -0.6, 0.1], [0.1, -0.9, -0.4], [0.8, 0.3, 0.4], [1.2, 2.9, 1.7], [4.2, 0.5, 2.9], [-0.2, -1.6, -1.1], [-7.2, -0.9, -4.5], [0.1, 2.2, -1.2], [0.1, 0.4, -1.4], [-1.6, -0.3, -1.7], [-2.3, -3.9, -2.1], [0.1, 0.0, -3.7], [1.4, 2.5, -1.5], [1.1, 0.1, 0.0], [2.1, 3.5, 3.1], [-0.4, -0.9, 3.3], [-1.2, -1.9, 1.4], [0.1, -0.5, -1.1], [0.9, 0.6, 0.9], [-0.3, -0.6, -1.1], [0.2, -0.5, 0.3], [1.7, 0.2, 0.7], [0.2, -0.5, -0.2], [-0.4, -0.1, 0.0], [-3.2, 1.1, -0.4], [5.6, -2.3, 0.4], [-2.0, 1.2, -0.4], [0.6, -0.1, 2.8], [0.5, -0.2, 1.1], [-0.9, 0.6, -0.7], [-0.6, -1.5, -1.4], [2.0, -2.0, 1.3], [-0.2, 2.4, 0.9], [-2.1, -0.6, -0.6], [1.9, 0.5, -1.7], [2.0, 1.5, 0.7], [-1.1, -0.4, 1.8], [1.9, 0.5, -1.4], [1.3, -0.7, 1.7], [0.4, -2.1, -0.6], [-0.6, 1.3, -2.1], [0.4, 1.0, 1.8], [-1.8, 1.5, -1.0], [-1.4, 2.1, -1.2], [-0.8, -2.5, -0.5], [-0.4, -2.1, -1.3], [1.5, 1.7, -1.4], [1.2, -0.5, 2.2], [1.6, 0.4, 1.4], [-1.4, -1.2, 1.6], [0.1, 0.4, -2.6], [-0.7, 0.0, -2.6], [2.2, 0.6, 0.7], [-1.0, 2.3, 0.5], [1.3, 2.2, 1.6], [0.0, -0.2, 2.9], [-0.6, 0.6, 2.5], [-1.4, -1.6, -1.2], [-0.1, -1.0, 2.3], [1.8, 0.2, -1.4], [-0.2, -2.1, -0.7], [-0.3, 2.0, -1.1], [-1.5, -0.2, 2.1], [0.1, -2.4, -1.0], [-0.2, 2.3, -1.6], [-0.7, 1.5, 1.6], [-2.7, 0.1, 0.1], [0.6, 0.2, 2.0], [1.1, -2.1, -1.2], [-2.3, 0.8, 1.3], [0.9, 1.7, -1.9], [-0.4, -1.9, -1.0], [-0.9, -2.0, 1.0], [-0.7, -1.2, 0.5], [2.1, 1.1, -1.7], [-1.3, -1.2, -1.6], [-1.2, -0.8, -0.1], [1.4, -0.3, -1.1], [-0.8, 1.4, 1.0], [-0.3, -1.9, 1.7], [0.5, 1.1, -2.0], [1.0, 2.0, 1.2], [0.3, -0.2, 1.8], [-0.1, 0.7, -1.2]],
  "lumo_energy_ha": -0.062,
  "homo_lumo_gap_ha": 0.14342,
  "e_tot_ev": -45801.3649
}